Entry 1:
45
Properties=species:S:1:pos:R:3 method="wB97M-V/def2-TZVPD" homo_energy_ev=-7.7 e_above_lowest_kcal_mol=52.80 e_lumo_ha=-0.00423 e_tot_ha=-1817.5432 total_charge=0
Cl -4.71931 3.66225 -3.00367
S -3.52727 -2.27202 -2.64388
N 0.40667 -1.56436 1.34595
N 0.49421 0.34793 0.07212
C 3.65762 -0.19871 4.88780
C 3.97191 2.31876 3.12245
C -3.75837 -3.56638 -3.73045
C -2.90947 2.85192 -0.99051
C 1.28634 -0.66876 1.93559
C -0.67976 1.90077 -1.43894
C 1.44628 0.45427 1.08341
C -2.37504 -4.52113 -2.18337
C 2.91623 0.10840 3.56881
C 2.40366 1.40087 1.55334
C -3.18249 -4.71970 -3.34418
C 0.60174 1.11344 -1.17001
C -1.68734 -2.67730 -0.63066
C 2.04765 -0.88492 3.05448
C -0.90850 -1.51372 -0.75416
C -2.14046 2.72772 -3.19010
C 3.11837 1.22202 2.72863
C -0.95431 2.14731 -2.81285
C -0.01700 -0.91695 0.28843
C -3.13709 3.05276 -2.36584
C -1.64577 2.27061 -0.45005
C -2.41958 -3.21467 -1.68994
H -1.53423 -3.28973 0.19544
H 4.53863 2.08431 3.90961
H 4.61681 2.61774 2.20185
H -1.49568 2.13515 0.64221
H 4.69279 -0.11722 4.68228
H -0.20326 1.89542 -3.52556
H -3.26596 -5.70281 -3.87123
H 0.77222 0.40494 -1.98305
H -1.60391 -5.21318 -1.79499
H 1.46829 1.77515 -1.25093
H 3.36894 3.22580 3.44245
H -3.57631 2.98665 -0.24195
H -0.96904 -0.95166 -1.63084
H 3.49827 -1.19972 5.10172
H 3.37449 0.52809 5.68255
H -2.32975 2.96917 -4.27299
H 1.95743 -1.82914 3.39820
H 2.74861 2.19464 0.74667
H -4.34727 -3.37401 -4.67382



Entry 2:
15
Properties=species:S:1:pos:R:3 method="wB97M-V/def2-TZVPD" homo_energy_ev="-8.4 / -8.4" e_above_lowest_kcal_mol=84.20 e_lumo_ha="-0.02769 / -0.02763" e_tot_ha=-685.6357 total_charge=0
S -1.28245 0.59170 1.21777
N 2.93245 -0.81023 0.19747
C -0.39419 1.92579 0.59012
C -1.32574 -1.82975 0.09450
C -0.43232 -0.80398 0.63727
C 2.07638 -0.18187 -0.26835
C 0.55509 1.81222 -0.36385
C 1.06131 0.61101 -0.89083
H 0.57845 -0.98194 0.90650
H -0.72973 2.84959 0.95117
H -1.48707 -2.70376 0.69857
H -2.34340 -1.49682 0.02640
H -1.08204 -2.21653 -0.87878
H 1.14773 0.48562 -2.00543
H 0.72552 2.74896 -0.91253



Entry 3:
24
Properties=species:S:1:pos:R:3 method="wB97M-V/def2-TZVPD" homo_energy_ev=-8.6 e_above_lowest_kcal_mol=63.08 e_lumo_ha=0.04005 e_tot_ha=-347.6243 total_charge=0
N -0.09124 -0.41412 3.25773
N 1.43783 0.48793 -1.91734
C 0.18847 -0.12197 -1.40534
C 1.85378 0.16288 -3.31141
C -0.15501 0.77027 0.99135
C -2.12561 -0.70084 1.76046
C -0.57555 -0.46246 1.88813
C -0.53718 0.83353 -0.51321
H -0.12516 1.88550 -0.81593
H 1.16239 -0.33290 -3.97774
H 0.66235 0.29828 3.31477
H -0.43565 -0.41784 -2.34012
H -2.50719 -1.42424 1.01951
H 2.21294 0.30977 -1.40631
H -2.76383 0.09039 1.94462
H 2.01600 0.98156 -4.01676
H 0.03370 -1.14927 3.89622
H 0.43647 -1.13735 -0.96731
H 0.94842 0.77573 0.88194
H -2.30358 -1.32333 2.71624
H -1.57584 0.95642 -0.76820
H 2.86488 -0.37421 -3.26468
H -0.55920 1.72859 1.47235
H -0.06218 -1.42233 1.56105



Entry 4:
11
Properties=species:S:1:pos:R:3 method="wB97M-V/def2-TZVPD" homo_energy_ev="-7.8 / -7.8" e_above_lowest_kcal_mol=152.92 e_lumo_ha="-0.00637 / -0.00638" e_tot_ha=-281.3464 total_charge=0
N 2.12575 -0.14929 -0.09484
N 2.32607 -1.24623 0.38326
N -0.62233 -1.19640 0.86899
C -1.80484 -0.01258 0.02293
C 0.84757 0.54113 -0.20065
C -0.18326 -0.18354 0.29413
H -1.86105 1.07725 0.10196
H -2.54240 -0.41299 0.72499
H -1.99056 -0.38299 -0.98277
H 2.88906 0.42346 -0.51607
H 0.81598 1.54220 -0.60192



Entry 5:
13
Properties=species:S:1:pos:R:3 method="wB97M-V/def2-TZVPD" homo_energy_ev=-7.6 e_above_lowest_kcal_mol=71.10 e_lumo_ha=0.03701 e_tot_ha=-286.5183 total_charge=0
O 0.62512 -1.08003 0.95172
N -0.69399 -0.11275 -0.85368
C -0.50109 -1.02664 -1.95673
C -0.30864 -0.22749 0.43611
C 0.62033 -0.15313 2.12171
C -0.47840 0.61923 1.46711
H 0.41119 -0.63822 3.07312
H 1.61744 0.30000 2.11016
H 0.08848 -1.88838 -1.63185
H -0.82403 0.88196 -0.96390
H -1.32443 1.18026 1.81821
H -1.45709 -1.39855 -2.34592
H 0.03663 -0.54770 -2.78238



Entry 6:
60
Properties=species:S:1:pos:R:3 method="wB97M-V/def2-TZVPD" homo_energy_ev=-8.7 e_above_lowest_kcal_mol=99.90 e_lumo_ha=0.00712 e_tot_ha=-1397.2213 total_charge=0
O -0.60277 -0.14846 2.72756
O 2.65549 -3.09246 -1.32380
O 2.83211 -0.81043 1.94526
O -2.98872 2.91333 -1.23898
O -4.76395 1.10448 -0.51219
O -1.46259 -2.22378 -1.72122
O -0.27159 -2.82027 2.49855
O 2.63942 1.84381 1.62149
O 4.30718 -0.37582 -1.63008
O -0.06740 3.47633 3.29279
O 0.12173 -2.71173 -3.96885
O -2.47332 1.71663 3.32494
O -2.05099 3.44042 1.16894
O -3.32202 -1.06885 -3.38139
O 1.65482 -4.45842 0.80570
N -0.50308 -0.55768 -0.56662
C 2.51689 2.31330 0.27695
C 0.86377 -0.46047 -1.06815
C -1.12640 -1.83902 -0.36111
C 1.14377 1.94321 -0.33693
C 1.17246 0.98060 -1.50347
H 2.62823 3.40652 0.26487
H 0.56114 4.18675 3.47840
H -0.44791 -1.83874 2.46501
H -4.46803 0.62286 -1.28802
H 2.19298 -1.47247 2.29583
H -2.13120 -1.61784 -2.07548
H 0.67252 2.86211 -0.69903
H 2.01716 -4.50579 1.69528
H 3.26860 -1.29562 1.24445
H -2.83682 -0.44532 -3.92047
H -1.71388 4.33126 1.24952
H -2.29157 3.22369 0.23715
H -0.47134 -2.64885 -0.04981
H -0.53852 0.00902 0.27216
H -0.30805 -2.19132 -3.24915
H 0.50281 1.23856 -2.33179
H -2.88025 2.30324 3.99280
H 0.11522 3.14993 2.40544
H -1.09012 -3.27965 2.65455
H -4.08081 0.89598 0.14323
H 2.15500 -3.71121 -0.77800
H 0.21899 -3.62205 -3.72469
H 0.70720 -4.43883 0.95249
H 0.29382 0.20975 2.94817
H -1.21229 0.56191 3.08868
H -3.43110 3.80286 -1.20952
H 2.91071 0.91643 1.55176
H 2.10229 0.99699 -2.07986
H 4.71386 -0.34609 -2.49414
H 1.01094 -1.14253 -1.89924
H -3.74524 2.30920 -0.94915
H 3.57260 -2.86725 -1.04396
H -1.99320 -1.73293 0.27196
H -2.06909 2.31245 2.65617
H -3.04655 -1.82576 -3.89028
H 3.43699 -0.51052 -2.00573
H 1.60096 -0.67099 -0.29541
H 0.45268 1.65034 0.44690
H 3.34647 2.00917 -0.38047



What did the sixth record say?
60
Properties=species:S:1:pos:R:3 method="wB97M-V/def2-TZVPD" homo_energy_ev=-8.7 e_above_lowest_kcal_mol=99.90 e_lumo_ha=0.00712 e_tot_ha=-1397.2213 total_charge=0
O -0.60277 -0.14846 2.72756
O 2.65549 -3.09246 -1.32380
O 2.83211 -0.81043 1.94526
O -2.98872 2.91333 -1.23898
O -4.76395 1.10448 -0.51219
O -1.46259 -2.22378 -1.72122
O -0.27159 -2.82027 2.49855
O 2.63942 1.84381 1.62149
O 4.30718 -0.37582 -1.63008
O -0.06740 3.47633 3.29279
O 0.12173 -2.71173 -3.96885
O -2.47332 1.71663 3.32494
O -2.05099 3.44042 1.16894
O -3.32202 -1.06885 -3.38139
O 1.65482 -4.45842 0.80570
N -0.50308 -0.55768 -0.56662
C 2.51689 2.31330 0.27695
C 0.86377 -0.46047 -1.06815
C -1.12640 -1.83902 -0.36111
C 1.14377 1.94321 -0.33693
C 1.17246 0.98060 -1.50347
H 2.62823 3.40652 0.26487
H 0.56114 4.18675 3.47840
H -0.44791 -1.83874 2.46501
H -4.46803 0.62286 -1.28802
H 2.19298 -1.47247 2.29583
H -2.13120 -1.61784 -2.07548
H 0.67252 2.86211 -0.69903
H 2.01716 -4.50579 1.69528
H 3.26860 -1.29562 1.24445
H -2.83682 -0.44532 -3.92047
H -1.71388 4.33126 1.24952
H -2.29157 3.22369 0.23715
H -0.47134 -2.64885 -0.04981
H -0.53852 0.00902 0.27216
H -0.30805 -2.19132 -3.24915
H 0.50281 1.23856 -2.33179
H -2.88025 2.30324 3.99280
H 0.11522 3.14993 2.40544
H -1.09012 -3.27965 2.65455
H -4.08081 0.89598 0.14323
H 2.15500 -3.71121 -0.77800
H 0.21899 -3.62205 -3.72469
H 0.70720 -4.43883 0.95249
H 0.29382 0.20975 2.94817
H -1.21229 0.56191 3.08868
H -3.43110 3.80286 -1.20952
H 2.91071 0.91643 1.55176
H 2.10229 0.99699 -2.07986
H 4.71386 -0.34609 -2.49414
H 1.01094 -1.14253 -1.89924
H -3.74524 2.30920 -0.94915
H 3.57260 -2.86725 -1.04396
H -1.99320 -1.73293 0.27196
H -2.06909 2.31245 2.65617
H -3.04655 -1.82576 -3.89028
H 3.43699 -0.51052 -2.00573
H 1.60096 -0.67099 -0.29541
H 0.45268 1.65034 0.44690
H 3.34647 2.00917 -0.38047